1.
DFT (ωB97M-V/def2-TZVPD) results for a cluster of 3 separate species, C15H18BrF4IO12P2 in total.

Properties
Kohn-Sham gap	9.06	eV

Geometry as XYZ:
```
53
Properties=species:S:1:pos:R:3:forces:R:3
H -1.572 2.117 1.254 -0.080 -0.035 -0.128
O -4.931 0.782 -1.110 -0.213 0.095 0.283
C -5.236 -0.542 -0.690 0.095 -0.103 0.070
H -8.166 -0.419 -2.378 -0.105 -0.012 0.080
C -3.772 1.171 -0.518 -0.080 -0.227 0.078
H -3.915 -2.572 2.930 -0.098 0.104 0.042
C 4.866 -3.310 -3.274 0.028 0.046 0.002
H 0.540 2.239 0.252 -0.023 -0.013 -0.012
H -0.360 1.315 -0.925 -0.037 -0.042 0.048
H 1.680 3.963 4.803 -0.088 0.053 0.033
C 1.127 0.240 0.202 -0.191 -0.084 0.151
H 2.929 5.787 3.697 0.089 -0.076 0.007
O -3.541 2.300 -0.238 0.195 0.267 -0.201
H -0.553 0.987 2.106 -0.079 0.041 0.024
C 1.390 -2.035 -0.396 0.075 -0.119 0.172
O 3.165 1.980 1.883 0.003 0.098 0.003
O 6.626 -2.422 -2.114 0.007 -0.006 -0.031
F 3.666 -2.954 -3.794 0.003 0.079 -0.022
H 1.566 0.255 1.198 0.091 -0.099 -0.056
C 1.423 4.188 3.766 0.027 -0.035 -0.057
O 3.335 4.142 2.504 0.001 -0.009 0.001
H -1.608 -0.941 1.190 0.035 0.028 -0.123
O 1.494 2.997 3.007 0.104 -0.078 0.169
H 4.745 -1.557 -2.028 -0.055 -0.022 -0.023
C -1.062 1.161 1.150 0.171 -0.063 0.033
O -7.655 -0.571 -1.574 0.150 -0.034 -0.123
P -4.176 -2.682 0.783 0.050 0.011 -0.158
F -2.050 -0.132 -1.379 0.201 0.041 -0.110
H 4.926 -3.056 -1.094 0.104 -0.014 0.016
H 4.890 -4.396 -3.172 -0.111 -0.005 -0.016
H 1.915 5.622 2.236 -0.056 0.010 0.036
F 0.160 4.669 3.727 -0.024 0.008 -0.081
C -2.874 -0.065 -0.278 -0.267 0.087 0.229
H 1.908 0.415 -0.538 0.088 -0.047 0.091
I -2.178 -4.027 0.309 0.050 0.085 0.067
Br -5.655 -0.660 -3.815 0.039 -0.008 0.033
C 2.411 5.087 3.048 -0.007 0.071 0.002
O -3.800 -1.953 2.197 -0.068 -0.058 0.031
H 0.879 -2.833 -0.951 -0.166 0.028 0.202
O 5.894 -2.910 -4.158 0.089 -0.192 0.026
C 5.203 -2.546 -2.011 -0.069 0.023 0.107
O 8.066 -2.376 -3.847 -0.046 0.030 -0.001
C -2.082 0.025 1.010 -0.151 -0.112 0.133
H -5.831 -0.493 0.234 -0.005 0.053 -0.015
O 0.546 -1.067 -0.054 -0.052 0.063 -0.534
P -6.330 -1.502 -1.866 -0.109 0.074 0.010
C -3.900 -1.245 -0.422 0.237 -0.175 -0.216
F -3.572 -1.933 -1.591 -0.103 -0.117 -0.105
C 6.978 -2.546 -3.413 -0.001 0.094 0.005
H -2.828 0.141 1.801 0.093 0.013 0.029
C 2.718 2.943 2.407 -0.039 0.006 -0.108
C 0.035 1.281 0.089 0.136 0.160 0.096
O 2.566 -2.057 -0.150 0.163 0.116 -0.189
```
Forces are in eV/Å.

2.
DFT (ωB97M-V/def2-TZVPD) results for a cluster of 2 separate species, C15H18ClF5N2O2 in total at a distorted geometry.

Properties
Kohn-Sham gap	9.26	eV

Geometry as XYZ:
```
43
Properties=species:S:1:pos:R:3:forces:R:3
C -0.599 -1.307 -0.119 -0.051 0.194 0.506
H -4.194 -1.950 4.296 -0.071 -0.071 0.006
C 1.960 2.153 -6.057 0.070 0.317 -0.098
O -3.477 -0.511 1.225 0.410 0.074 -0.037
C 1.141 0.645 -4.339 -0.104 0.076 0.286
F 0.629 0.445 -3.101 0.429 0.134 -1.021
F 2.165 -1.298 -7.273 -0.222 0.892 0.726
F 2.728 1.262 -8.132 -0.483 -0.293 1.115
C -2.537 -0.635 2.005 -1.074 0.336 -0.416
C 1.427 1.945 -4.778 -0.013 0.059 0.062
H -0.894 1.957 2.988 -0.079 -0.067 -0.037
C -0.001 1.405 5.245 0.059 -0.019 -0.110
H -1.587 1.000 1.088 -0.154 0.037 0.156
N -0.824 0.953 3.014 -0.639 0.350 -0.806
F 1.116 -1.705 -4.756 0.252 1.160 -0.388
N -2.579 -1.474 3.046 0.494 -0.452 0.495
H 0.283 -1.265 1.827 0.031 0.029 0.183
H -4.432 -2.379 2.590 0.226 0.131 0.066
Cl 2.318 3.777 -6.606 -0.197 -0.881 0.304
H -1.753 -1.505 3.635 -0.022 -0.059 -0.041
H -3.343 -3.348 3.603 0.005 0.071 0.006
C 2.326 -0.262 0.272 -0.497 0.175 0.015
F 1.190 3.003 -3.965 0.174 -1.018 -0.654
H -1.347 -2.048 0.162 -0.093 0.051 -0.082
H -0.905 1.901 5.594 0.020 0.162 0.058
C 2.208 1.060 -6.897 0.046 0.002 -0.100
H 3.109 0.485 0.140 0.073 -0.081 -0.021
H 2.649 -0.984 1.022 0.086 -0.062 -0.062
H 0.222 -1.846 -0.588 0.058 0.067 -0.024
H 1.310 1.038 1.600 -0.151 0.151 0.102
O -0.204 -0.772 4.338 -0.068 -0.422 -0.131
H 0.458 0.860 6.069 -0.100 0.052 -0.154
C -0.358 0.428 4.151 0.528 -0.345 0.701
C 1.389 -0.447 -5.181 -0.052 -0.262 0.091
C 1.038 0.434 0.735 -0.016 -0.413 0.279
H -1.037 -0.619 -0.843 -0.052 -0.057 -0.089
H 0.704 2.139 4.860 -0.013 0.210 0.090
C -0.109 -0.533 1.121 0.226 -0.050 -0.423
C -3.704 -2.339 3.403 0.136 0.338 -0.325
H 2.171 -0.767 -0.680 0.123 -0.102 0.006
C -1.278 0.235 1.800 0.726 -0.338 0.107
C 1.923 -0.241 -6.460 0.102 -0.194 -0.280
H 0.696 1.110 -0.050 -0.123 0.120 -0.060
```
Forces are in eV/Å.

3.
DFT (ωB97M-V/def2-TZVPD) results for an isolated molecule of C15H18ClN3O2S at a distorted geometry.

Properties
Kohn-Sham gap	9.04	eV
relative energy (zero: lowest compared OMol25 entry of this formula, charge and spin)	45.8	kcal/mol

Geometry as XYZ:
```
40
Properties=species:S:1:pos:R:3:forces:R:3
C -0.828 -1.801 -1.357 -0.176 -0.082 -0.173
S 0.538 -0.016 2.804 -0.152 -0.193 0.342
H -0.326 1.060 -1.719 0.108 -0.090 -0.033
H -1.733 -4.047 1.638 -0.026 -0.054 0.044
H -0.347 4.875 0.658 0.022 0.110 -0.004
C 0.324 4.766 -0.197 -0.106 -0.152 -0.028
C -1.954 -2.611 -1.405 0.284 0.032 0.338
H 0.835 -1.161 -0.207 0.080 0.070 0.023
C 0.517 3.553 -2.450 -0.322 -0.253 0.017
H -0.522 2.862 -0.693 -0.067 -0.014 0.018
O 0.320 -3.594 2.893 0.013 0.068 0.030
H 0.455 5.750 -0.651 -0.036 0.068 0.058
C 1.696 4.283 0.307 -0.344 0.138 0.154
O 1.003 2.363 1.710 -0.122 -0.020 0.122
H -3.171 -4.051 -0.383 -0.083 -0.044 -0.028
H -0.570 -1.179 -2.201 -0.009 0.031 -0.089
C -0.365 -2.601 0.869 -0.490 -0.263 -0.420
C 1.224 1.037 1.624 0.407 -0.360 -0.599
H -1.083 2.482 -3.451 0.049 0.055 -0.105
C -2.295 -3.424 -0.331 -0.031 0.043 -0.129
H 1.968 4.846 1.202 0.108 0.038 -0.068
C 0.438 -2.683 2.106 0.259 0.167 0.106
C -0.041 -1.792 -0.221 -0.010 -0.191 0.278
H -1.293 4.219 -1.497 -0.046 -0.060 0.024
Cl -2.939 -2.611 -2.818 -0.159 -0.004 -0.212
C -1.496 -3.420 0.792 0.208 0.149 0.088
C -0.014 2.356 -3.255 0.198 0.279 -0.035
C 1.682 2.841 0.632 0.568 -0.159 -0.458
C -0.324 3.811 -1.199 0.212 0.176 -0.093
H 2.074 -1.340 1.548 0.040 -0.066 -0.017
H 1.153 0.931 -2.396 -0.087 0.004 0.089
C 1.428 -1.564 2.393 -0.016 0.227 0.335
H 0.504 2.310 -4.216 -0.138 0.059 -0.016
N 0.168 1.069 -2.606 0.014 -0.204 0.136
N 2.249 1.887 -0.026 0.291 1.373 -0.495
N 1.962 0.726 0.601 -0.552 -0.903 0.975
H 2.463 4.438 -0.451 0.024 -0.080 0.102
H 0.520 4.445 -3.078 0.059 0.097 -0.030
H 1.547 3.330 -2.167 0.056 0.043 -0.080
H 2.014 -1.833 3.272 -0.030 -0.033 -0.166
```
Forces are in eV/Å.

4.
DFT (ωB97M-V/def2-TZVPD) results for a structure of composition C15H18GaN9O8.

Properties
Kohn-Sham gap	8.22	eV
net charge	+2
relative energy (zero: lowest compared OMol25 entry of this formula, charge and spin)	0.0	kcal/mol

Geometry as XYZ:
```
51
Properties=species:S:1:pos:R:3:forces:R:3
C 0.368 -2.055 1.891 0.034 -0.032 0.088
O -1.166 1.544 -1.390 0.067 -0.002 -0.235
N -1.281 -0.796 0.524 -0.017 0.010 0.002
H -0.147 1.794 4.897 -0.042 0.020 -0.029
N 0.836 2.774 0.315 -0.069 0.610 0.331
N -0.795 1.029 4.682 -0.035 0.035 0.143
H 2.299 0.633 1.259 -0.017 -0.032 0.010
C 1.187 3.894 0.843 0.001 -0.554 -0.131
H 0.641 -2.584 0.975 -0.002 0.016 -0.038
H -1.193 -1.490 -0.226 0.010 0.008 0.004
C 2.190 4.674 0.199 0.039 0.131 -0.041
N 1.107 -2.832 -2.566 -0.052 0.174 -0.078
C -1.010 0.173 -4.665 0.195 -0.410 -0.070
H -1.733 1.440 4.644 0.046 -0.002 0.016
H 1.702 0.646 3.631 0.014 0.059 -0.036
O -1.606 2.417 -3.289 0.001 0.043 0.081
H -2.451 -0.297 2.930 -0.027 0.032 -0.043
O -0.146 2.125 1.011 0.293 -0.214 -0.418
C -1.067 -1.543 1.810 -0.070 -0.089 0.024
C 0.471 -1.755 -3.336 -0.100 0.185 -0.078
C 0.213 -0.545 -2.656 0.022 -0.283 -0.171
H -1.623 0.895 -5.187 0.001 0.016 0.004
H 1.071 -0.845 4.302 -0.004 -0.007 0.024
C -0.434 0.374 3.365 0.055 0.154 -0.036
O 0.779 -0.341 -1.491 -0.012 0.292 -0.216
C 0.109 -1.980 -4.645 -0.042 0.216 0.140
H -0.485 1.204 2.661 0.003 -0.114 0.010
N -1.026 -1.205 -6.706 -0.546 -0.276 0.490
O 0.727 -2.947 -1.406 0.029 -0.239 0.055
C 0.989 -0.162 3.450 -0.002 -0.077 -0.019
H 0.360 -2.903 -5.154 0.000 0.005 0.020
C 0.611 4.258 2.106 -0.229 0.187 -0.031
Ga 0.068 0.619 -0.091 -0.413 -0.177 0.207
H 2.349 -1.463 2.462 -0.127 -0.003 0.005
C -0.613 0.366 -3.342 0.048 -0.088 -0.035
N 0.070 4.401 3.107 0.060 -0.111 0.244
H -0.775 0.371 5.468 0.005 0.024 -0.048
H -1.496 -1.423 3.873 -0.007 0.004 0.013
N 2.990 5.301 -0.329 0.149 0.084 -0.060
N 1.654 -0.120 1.018 0.059 0.021 -0.056
H 2.146 -0.692 0.328 0.003 0.010 0.014
O -0.695 -2.255 -7.198 0.211 0.043 -0.184
N -1.133 1.526 -2.668 -0.082 0.076 0.026
C -0.617 -0.987 -5.296 0.118 0.272 0.050
H 0.405 -2.801 2.687 0.012 -0.019 0.008
O 1.912 -3.525 -3.121 0.039 -0.089 0.054
C 1.400 -0.977 2.217 0.085 -0.061 0.101
H -1.743 -2.402 1.782 0.097 0.058 0.037
C -1.447 -0.713 3.041 -0.018 -0.103 0.046
H -2.246 -0.466 0.477 0.051 0.054 -0.010
O -1.730 -0.355 -7.195 0.168 0.142 -0.183
```
Forces are in eV/Å.

In order of appearance, LUMO energy = -0.3005; 0.0028; -0.0225; -7.3464 eV.
In order of appearance, E = -148009.4063; -49032.0911; -47769.8522; -97990.4524 eV.